Below is a 2-piece molecular cluster, C4H7NO overall, with properties calculated with ωB97M-V/def2-TZVPD.

ORCA input file:
```
! wB97M-V def2-TZVPD RIJCOSX def2/J DEFGRID3
* xyz 0 1
C -0.52 -0.74 0.36
C 1.75 0.59 -0.22
C 2.52 -0.63 -0.25
C -2.49 0.60 -0.11
N 1.30 1.63 -0.17
O -1.46 -0.31 -0.46
H -0.80 -0.61 1.54
H 1.86 -1.59 -0.13
H 3.18 -0.73 0.55
H 3.16 -0.78 -1.19
H -3.38 0.38 -0.59
H -2.33 1.59 -0.31
H -2.77 0.60 0.98
*
```

LUMO energy: 0.6 eV
M: 85.11 g mol⁻¹
Orbital gap: 9.17 eV
HOMO level: -0.3154 hartree